Entry from the Open Molecules 2025 dataset: a molecular structure, C4H47GaIO21 in a non-equilibrium geometry (ωB97M-V/def2-TZVPD).

Last column: Mulliken charge in e.
Geometry (Å):
C  2.505  2.300  1.399  -0.65
C  1.822  3.220  0.271  0.52
O  1.911  4.461  0.386  -0.58
O  1.090  2.661  -0.815  -0.15
C  -0.146  2.027  -0.277  -0.65
C  -0.852  2.900  0.849  -0.15
Ga  -2.863  2.472  1.116  0.19
I  -3.178  -0.005  1.920  -0.52
H  3.397  1.747  0.939  0.32
H  2.797  2.941  2.289  0.11
H  1.753  1.481  1.689  0.23
H  -0.791  1.800  -1.183  0.30
H  0.207  1.042  0.197  0.30
H  -0.365  2.720  1.873  -0.06
H  -0.810  4.014  0.562  0.25
H  -3.348  3.412  2.350  -0.31
H  -3.777  2.893  -0.125  -0.09
O  4.461  2.471  3.656  -0.58
H  5.065  2.124  4.328  0.30
H  4.442  3.421  3.826  0.28
O  2.342  1.161  -3.048  -0.63
H  1.866  0.454  -3.500  0.30
H  1.642  1.699  -2.649  0.33
O  5.171  0.178  -3.327  -0.65
H  4.284  0.487  -3.091  0.33
H  5.355  0.618  -4.167  0.33
O  -3.613  -2.026  -1.194  -0.68
H  -4.180  -1.248  -1.291  0.27
H  -3.239  -1.931  -0.304  0.26
O  -1.040  -3.340  -1.416  -0.59
H  -1.930  -2.957  -1.425  0.41
H  -1.167  -4.234  -1.758  0.20
O  -4.179  4.080  -1.845  -0.47
H  -4.108  5.039  -1.928  0.25
H  -4.864  3.840  -2.481  0.24
O  5.201  0.460  5.762  -0.64
H  5.652  -0.342  6.051  0.31
H  4.281  0.188  5.666  0.32
O  -5.199  0.368  -2.674  -0.55
H  -5.043  1.234  -3.067  0.28
H  -5.833  -0.048  -3.270  0.27
O  7.099  -0.376  -5.566  -0.64
H  8.063  -0.395  -5.595  0.31
H  6.890  -0.561  -4.640  0.35
O  -0.710  -5.848  -3.446  -0.54
H  -0.897  -5.675  -4.380  0.27
H  -0.325  -6.732  -3.445  0.29
O  0.051  3.511  3.958  -0.55
H  0.649  3.174  4.631  0.28
H  0.016  4.456  4.131  0.26
O  4.936  -2.615  5.766  -0.61
H  5.129  -3.393  6.301  0.30
H  4.690  -2.977  4.906  0.31
O  1.433  5.469  -2.929  -0.66
H  2.396  5.448  -2.958  0.31
H  1.223  5.289  -2.002  0.33
O  -2.650  -5.568  -5.471  -0.63
H  -3.118  -6.274  -5.932  0.31
H  -3.355  -5.041  -5.074  0.32
O  -3.057  -5.727  -0.689  -0.66
H  -3.041  -4.763  -0.745  0.30
H  -2.143  -5.988  -0.862  0.34
O  0.218  -6.862  -0.725  -0.62
H  1.059  -7.313  -0.589  0.30
H  0.387  -6.272  -1.472  0.34
O  -6.799  2.512  0.494  -0.58
H  -6.334  1.716  0.786  0.30
H  -7.713  2.224  0.388  0.27
O  0.822  4.977  6.002  -0.63
H  1.787  4.967  5.982  0.31
H  0.605  4.783  6.921  0.31
O  -3.779  -6.893  2.188  -0.64
H  -4.664  -6.592  2.420  0.31
H  -3.590  -6.443  1.352  0.37

Summary:
Net charge ... -1
HOMO level ... -4.75 eV
Kohn-Sham gap ... 6.58 eV
LUMO energy ... 1.83 eV
Molecular weight ... 628.0 g/mol
Calculated total energy ... -3983.1235 Eh